1.
Computed, not measured: C25H16F12N2O2SSm as an isolated structure, with ωB97M-V/def2-TZVPD.

CARTESIAN COORDINATES (ANGSTROEM)
Sm: 0.388 1.911 0.640
C: 3.758 -4.687 1.036
C: 2.769 -3.570 0.871
C: 1.404 -3.762 1.020
C: 0.526 -2.707 0.890
C: 0.936 -1.392 0.602
N: -0.026 -0.390 0.525
C: -1.336 -0.729 0.170
C: -1.578 -1.578 -0.921
C: -2.853 -1.918 -1.321
C: -3.959 -1.409 -0.654
C: -5.358 -1.760 -1.075
C: -3.735 -0.543 0.407
C: -2.462 -0.175 0.834
C: -2.259 0.879 1.955
O: -1.617 1.981 1.473
C: -1.407 0.263 3.149
F: -1.896 0.535 4.374
F: -1.297 -1.066 3.090
F: -0.157 0.782 3.152
C: -3.600 1.388 2.538
F: -4.384 1.898 1.578
F: -4.315 0.421 3.158
F: -3.426 2.377 3.421
C: 2.348 -1.183 0.462
C: 3.195 -2.278 0.598
C: 2.952 0.220 0.241
O: 2.371 1.131 1.070
C: 2.760 0.665 -1.251
F: 3.600 0.073 -2.110
F: 2.885 1.998 -1.425
F: 1.509 0.371 -1.680
C: 4.474 0.325 0.549
F: 4.883 1.590 0.381
F: 4.724 -0.007 1.818
F: 5.299 -0.424 -0.217
H: 3.293 -5.656 0.845
H: 4.181 -4.725 2.043
H: 4.596 -4.586 0.343
H: 1.012 -4.747 1.253
H: -0.528 -2.894 1.036
H: -0.721 -1.985 -1.442
H: -2.988 -2.585 -2.166
H: -5.359 -2.627 -1.737
H: -5.848 -0.941 -1.609
H: -5.988 -2.003 -0.217
H: -4.605 -0.153 0.912
H: 4.260 -2.137 0.491
S: 0.902 4.727 0.429
C: 0.534 4.329 -1.235
C: 0.868 5.225 -2.276
C: 0.571 4.895 -3.573
C: -0.042 3.671 -3.864
C: -0.319 2.833 -2.809
N: -0.051 3.156 -1.538
H: 1.353 6.156 -2.024
H: 0.821 5.584 -4.371
H: -0.285 3.375 -4.874
H: -0.772 1.861 -2.966

Values from the calculation:
molar mass = 786.82 g mol⁻¹
<S²> = 8.76
gap between HOMO and LUMO (spin up / spin down) = 7.00 / 7.02 eV
LUMO energy (spin up / spin down) = 2.63 / 2.64 eV
total charge = -1
multiplicity = 6

2.
Computed, not measured: C25H17AlBr2Cl3FN3O9 as an isolated structure, with ωB97M-V/def2-TZVPD.

CARTESIAN COORDINATES (ANGSTROEM)
Al: 0.083 0.017 -0.157
Br: 1.507 4.389 -0.259
C: 2.826 3.035 -0.310
C: 4.168 3.401 -0.265
C: 5.128 2.426 -0.272
Br: 6.954 2.964 -0.128
C: 4.799 1.062 -0.386
C: 5.729 0.004 -0.408
C: 5.280 -1.276 -0.584
C: 3.903 -1.490 -0.760
N: 3.014 -0.540 -0.689
C: 3.423 0.717 -0.486
C: 2.402 1.715 -0.373
O: 1.155 1.391 -0.320
H: 4.435 4.445 -0.205
H: 6.782 0.218 -0.287
H: 5.958 -2.115 -0.599
H: 3.526 -2.482 -0.962
Cl: -1.364 -0.210 3.454
C: -0.302 -0.277 4.880
Cl: -1.067 0.491 6.272
H: 0.623 0.250 4.652
H: -0.098 -1.318 5.122
C: -1.450 -2.007 -3.108
C: -0.972 -1.413 -1.801
O: -1.356 -1.810 -0.713
O: -0.115 -0.458 -1.886
H: -2.477 -1.691 -3.281
H: -1.444 -3.094 -3.061
H: -0.819 -1.656 -3.920
F: 2.035 2.463 3.587
C: 0.729 2.808 3.647
C: -0.038 2.675 2.547
N: -1.344 3.041 2.530
C: -2.091 2.966 1.294
C: -2.356 1.511 0.796
O: -3.477 1.076 0.764
O: -1.296 0.900 0.390
C: -1.976 3.508 3.671
O: -3.134 3.851 3.706
N: -1.159 3.598 4.778
C: 0.205 3.336 4.894
O: 0.803 3.559 5.921
H: 0.367 2.262 1.636
H: -1.530 3.469 0.502
H: -3.049 3.460 1.464
H: -1.611 3.940 5.620
Cl: 2.149 -7.267 -0.848
C: 1.899 -5.721 -0.103
C: 1.471 -4.650 -0.870
C: 1.283 -3.422 -0.264
C: 1.480 -3.268 1.102
C: 1.923 -4.351 1.854
C: 2.145 -5.577 1.254
C: 1.200 -1.954 1.788
O: 1.387 -1.833 2.982
O: 0.758 -1.002 1.038
H: 1.284 -4.770 -1.927
H: 0.992 -2.560 -0.839
H: 2.097 -4.212 2.910
H: 2.500 -6.421 1.824

Values from the calculation:
molar mass = 815.57 g mol⁻¹
gap between HOMO and LUMO = 7.98 eV
LUMO energy = 2.14 eV
total charge = -1
ΔE to the lowest compared entry with this formula, charge and spin = 19.3 kcal per mole

3.
Computed, not measured: C25H17AuN4O2SeTe as an isolated structure, with ωB97M-V/def2-TZVPD.

CARTESIAN COORDINATES (ANGSTROEM)
Au: 0.141 -0.108 -0.584
O: -5.057 4.673 -3.435
N: -4.890 4.047 -2.423
O: -5.636 4.035 -1.470
C: -3.623 3.265 -2.322
C: -2.776 3.401 -3.360
C: -1.528 2.706 -3.382
C: -0.607 2.801 -4.442
C: 0.560 2.079 -4.392
C: 0.810 1.274 -3.277
N: -0.047 1.195 -2.271
C: -1.206 1.880 -2.312
C: -2.116 1.711 -1.223
N: -1.729 0.875 -0.220
C: -2.496 0.728 0.847
C: -3.707 1.398 0.972
C: -4.136 2.221 -0.038
C: -3.330 2.411 -1.185
H: -3.055 4.042 -4.186
H: -0.832 3.435 -5.291
H: 1.289 2.124 -5.187
H: 1.729 0.708 -3.179
H: -2.137 0.072 1.629
H: -4.305 1.256 1.861
H: -5.081 2.729 0.041
Se: 3.141 2.548 0.284
C: 2.560 1.010 -0.183
N: 2.220 -0.096 -0.527
Te: 0.148 -1.915 1.292
C: 1.460 -3.372 0.583
C: 2.800 -3.160 0.282
C: 3.556 -4.240 -0.139
C: 2.980 -5.502 -0.253
C: 1.640 -5.697 0.049
C: 0.864 -4.626 0.466
C: 1.144 -1.073 2.919
C: 0.432 -1.154 4.114
C: 1.021 -0.679 5.277
C: 2.295 -0.131 5.234
C: 2.992 -0.057 4.033
C: 2.423 -0.531 2.863
H: 3.253 -2.178 0.367
H: 4.602 -4.098 -0.375
H: 3.584 -6.339 -0.579
H: 1.195 -6.679 -0.037
H: -0.182 -4.781 0.703
H: -0.560 -1.588 4.153
H: 0.484 -0.743 6.214
H: 2.751 0.237 6.143
H: 3.988 0.366 4.010
H: 2.973 -0.482 1.936

Values from the calculation:
molar mass = 808.96 g mol⁻¹
gap between HOMO and LUMO (spin up / spin down) = 5.72 / 5.72 eV
LUMO energy (spin up / spin down) = -8.76 / -8.76 eV
total charge = +2
ΔE to the lowest compared entry with this formula, charge and spin = 15.7 kcal per mole

4.
Computed, not measured: C25H17BrClF3N4O4SY as an isolated structure, with ωB97M-V/def2-TZVPD.

CARTESIAN COORDINATES (ANGSTROEM)
Y: 0.366 -1.013 0.030
F: 5.616 -0.183 2.266
C: 5.040 -1.117 3.039
F: 5.350 -2.315 2.523
F: 5.678 -1.051 4.237
C: 3.561 -0.911 3.203
C: 3.051 -0.693 4.462
C: 1.684 -0.504 4.641
C: 0.886 -0.543 3.521
N: 1.360 -0.747 2.290
C: 2.690 -0.941 2.079
S: 3.198 -1.213 0.467
H: 3.720 -0.672 5.311
H: 1.256 -0.334 5.618
H: -0.183 -0.404 3.592
O: 0.740 -0.846 -2.251
N: 0.830 0.293 -2.816
N: 0.912 1.265 -1.997
O: 0.918 1.109 -0.702
C: 0.989 2.596 -2.520
C: 1.058 2.820 -3.891
C: 1.114 4.126 -4.347
C: 1.102 5.191 -3.455
C: 1.037 4.944 -2.093
C: 0.980 3.643 -1.614
H: 1.064 1.987 -4.576
H: 1.166 4.310 -5.413
H: 1.145 6.207 -3.824
H: 1.029 5.768 -1.392
H: 0.927 3.422 -0.558
Br: -3.530 -1.552 -4.109
C: -3.090 -3.030 -3.009
C: -3.965 -4.099 -2.919
N: -3.704 -5.172 -2.178
C: -2.555 -5.195 -1.509
C: -1.633 -4.156 -1.518
C: -1.905 -3.040 -2.296
C: -0.356 -4.270 -0.711
O: 0.199 -5.349 -0.623
O: 0.038 -3.171 -0.152
H: -4.900 -4.086 -3.467
H: -2.341 -6.082 -0.925
H: -1.210 -2.214 -2.363
Cl: -2.251 -1.537 2.143
C: -2.191 0.215 1.958
C: -2.266 0.998 3.099
C: -2.129 2.371 2.995
C: -1.917 2.924 1.732
C: -1.876 2.133 0.606
C: -2.041 0.725 0.654
C: -1.948 -0.124 -0.501
H: -2.419 0.520 4.058
H: -2.177 2.994 3.878
H: -1.794 3.996 1.627
H: -1.729 2.585 -0.368
H: -1.985 0.410 -1.450
H: -2.609 -0.989 -0.482

Values from the calculation:
molar mass = 730.76 g mol⁻¹
gap between HOMO and LUMO = 7.02 eV
LUMO energy = 2.38 eV
total charge = -1
ΔE to the lowest compared entry with this formula, charge and spin = 7.4 kcal per mole

5.
Computed, not measured: C25H18BrMnN4O5S as an isolated structure, with ωB97M-V/def2-TZVPD.

CARTESIAN COORDINATES (ANGSTROEM)
Mn: 0.539 -0.708 0.395
O: -1.185 3.437 -3.592
C: -0.993 2.385 -2.725
C: -1.887 2.065 -1.775
C: -1.588 0.957 -0.792
N: -0.481 0.114 -1.203
C: 0.400 0.564 -2.113
C: 0.234 1.662 -2.901
C: 1.707 -0.223 -2.104
O: 2.688 0.193 -2.747
O: 1.752 -1.208 -1.289
C: -1.288 1.561 0.626
O: -2.038 2.419 1.071
O: -0.257 1.073 1.234
H: -1.990 3.891 -3.321
H: -2.780 2.659 -1.611
H: 0.980 1.974 -3.613
Br: -1.688 -1.965 1.444
C: -2.370 -3.039 0.017
C: -2.359 -4.377 0.287
C: -2.742 -5.307 -0.696
C: -3.080 -4.857 -1.935
C: -3.090 -3.473 -2.236
C: -3.398 -3.066 -3.556
C: -3.399 -1.747 -3.888
C: -3.150 -0.782 -2.897
C: -2.881 -1.120 -1.597
C: -2.782 -2.501 -1.237
H: -2.030 -4.721 1.257
H: -2.733 -6.364 -0.464
H: -3.340 -5.550 -2.726
H: -3.617 -3.831 -4.291
H: -3.609 -1.429 -4.901
H: -3.177 0.269 -3.153
N: 2.452 1.521 0.241
C: 3.141 0.421 0.556
S: 2.674 -0.526 1.908
N: 4.145 0.092 -0.287
C: 4.928 -1.078 -0.111
C: 5.778 -1.188 0.981
C: 6.565 -2.318 1.130
C: 6.519 -3.329 0.177
C: 5.679 -3.204 -0.919
C: 4.875 -2.082 -1.067
H: 1.583 1.717 0.743
H: 2.624 1.992 -0.636
H: 3.929 0.306 -1.272
H: 5.808 -0.391 1.712
H: 7.218 -2.408 1.988
H: 7.137 -4.210 0.292
H: 5.635 -3.992 -1.661
H: 4.186 -1.970 -1.893
N: -3.810 0.218 0.133
C: -2.824 0.037 -0.637
H: -3.660 1.065 0.689

Values from the calculation:
molar mass = 621.35 g mol⁻¹
<S²> = 8.76
gap between HOMO and LUMO (spin up / spin down) = 6.11 / 6.19 eV
LUMO energy (spin up / spin down) = 2.46 / 2.44 eV
total charge = -1
ΔE to the lowest compared entry with this formula, charge and spin = 0.7 kcal per mole
multiplicity = 6

6.
Computed, not measured: C25H18BrMnN4O5S as an isolated structure, with ωB97M-V/def2-TZVPD.

CARTESIAN COORDINATES (ANGSTROEM)
Mn: 0.432 -0.255 0.542
O: -1.778 4.172 -3.323
C: -1.153 3.404 -2.390
C: -1.650 3.287 -1.093
C: -0.987 2.463 -0.203
N: 0.110 1.795 -0.554
C: 0.611 1.921 -1.784
C: 0.009 2.717 -2.742
C: 1.891 1.082 -1.977
O: 2.767 1.492 -2.739
O: 1.939 0.065 -1.239
C: -1.437 2.169 1.247
O: -2.250 2.909 1.777
O: -0.871 1.151 1.732
H: -2.569 4.564 -2.931
H: -2.544 3.804 -0.773
H: 0.411 2.790 -3.740
Br: -0.924 -2.208 2.159
C: -2.786 -1.634 2.050
C: -3.558 -1.964 3.152
C: -4.894 -1.588 3.194
C: -5.435 -0.866 2.159
C: -4.665 -0.526 1.028
C: -5.234 0.206 -0.029
C: -4.502 0.513 -1.162
C: -3.202 0.081 -1.294
C: -2.582 -0.672 -0.270
C: -3.298 -0.944 0.944
H: -3.108 -2.497 3.973
H: -5.497 -1.867 4.045
H: -6.466 -0.541 2.200
H: -6.257 0.542 0.070
H: -4.955 1.088 -1.959
H: -2.621 0.323 -2.174
N: 2.918 1.965 0.756
C: 3.193 0.653 1.016
S: 2.324 -0.119 2.228
N: 4.259 0.133 0.372
C: 4.666 -1.199 0.269
C: 4.435 -2.173 1.238
C: 4.855 -3.474 1.023
C: 5.533 -3.821 -0.133
C: 5.807 -2.844 -1.077
C: 5.377 -1.548 -0.881
H: 2.024 2.269 1.133
H: 3.083 2.291 -0.189
H: 4.554 0.681 -0.432
H: 3.918 -1.923 2.149
H: 4.648 -4.225 1.773
H: 5.855 -4.840 -0.295
H: 6.350 -3.095 -1.977
H: 5.564 -0.795 -1.632
N: -0.401 -1.611 -1.099
C: -1.212 -0.931 -0.430
H: -0.701 -2.374 -1.706

Values from the calculation:
molar mass = 621.35 g mol⁻¹
<S²> = 8.82
gap between HOMO and LUMO (spin up / spin down) = 5.39 / 6.79 eV
LUMO energy (spin up / spin down) = 2.62 / 2.62 eV
total charge = -1
ΔE to the lowest compared entry with this formula, charge and spin = 28.0 kcal per mole
multiplicity = 6

7.
Computed, not measured: C25H18BrMnN4O5S as an isolated structure, with ωB97M-V/def2-TZVPD.

CARTESIAN COORDINATES (ANGSTROEM)
Mn: -0.739 0.245 0.184
O: -6.647 0.351 -0.130
C: -5.283 0.273 -0.075
C: -4.498 0.261 -1.237
C: -3.126 0.237 -1.101
N: -2.555 0.193 0.102
C: -3.288 0.149 1.225
C: -4.666 0.210 1.178
C: -2.378 0.072 2.410
O: -2.787 0.078 3.565
O: -1.145 0.015 2.036
C: -2.089 0.207 -2.194
O: -2.416 0.203 -3.373
O: -0.902 0.180 -1.720
H: -6.916 0.375 -1.055
H: -4.929 0.287 -2.226
H: -5.240 0.216 2.089
Br: -0.839 2.847 -0.591
C: 0.357 3.480 0.791
C: 0.369 4.846 1.041
C: 1.186 5.344 2.041
C: 1.914 4.473 2.820
C: 1.852 3.077 2.621
C: 2.470 2.206 3.531
C: 2.304 0.835 3.410
C: 1.658 0.311 2.317
C: 1.122 1.124 1.271
C: 1.112 2.549 1.510
H: -0.266 5.491 0.458
H: 1.210 6.406 2.234
H: 2.516 4.843 3.637
H: 3.025 2.628 4.355
H: 2.716 0.173 4.160
H: 1.594 -0.762 2.205
N: 1.051 -3.107 1.484
C: 0.743 -2.777 0.182
S: -0.824 -2.277 -0.151
N: 1.777 -2.860 -0.698
C: 1.793 -2.954 -2.079
C: 0.683 -3.337 -2.831
C: 0.812 -3.546 -4.190
C: 2.034 -3.379 -4.824
C: 3.132 -2.968 -4.086
C: 3.016 -2.758 -2.727
H: 0.360 -2.791 2.151
H: 2.011 -3.010 1.789
H: 2.696 -2.713 -0.296
H: -0.266 -3.467 -2.341
H: -0.052 -3.848 -4.763
H: 2.128 -3.560 -5.886
H: 4.084 -2.813 -4.574
H: 3.876 -2.434 -2.157
N: 2.101 0.144 -0.790
C: 1.169 0.367 0.010
H: 2.980 0.663 -0.713

Values from the calculation:
molar mass = 621.35 g mol⁻¹
<S²> = 8.94
gap between HOMO and LUMO (spin up / spin down) = 4.05 / 6.68 eV
LUMO energy (spin up / spin down) = 2.36 / 2.35 eV
total charge = -1
ΔE to the lowest compared entry with this formula, charge and spin = 95.0 kcal per mole
multiplicity = 6

8.
Computed, not measured: C25H18BrN3RhS as an isolated structure, with ωB97M-V/def2-TZVPD.

CARTESIAN COORDINATES (ANGSTROEM)
Rh: -0.061 -0.809 -0.100
C: 3.448 -1.623 2.171
C: 4.041 -0.369 2.132
C: 3.346 0.706 1.606
C: 2.060 0.526 1.096
C: 1.495 -0.759 1.066
C: 2.181 -1.823 1.635
C: 1.188 1.629 0.676
C: 1.559 2.982 0.829
C: 0.653 3.959 0.564
C: -0.653 3.616 0.161
C: -1.639 4.598 -0.086
C: -2.900 4.237 -0.459
C: -3.218 2.872 -0.601
C: -2.282 1.900 -0.375
C: -0.973 2.247 0.018
N: -0.024 1.276 0.246
H: 3.975 -2.457 2.616
H: 5.034 -0.225 2.535
H: 3.805 1.685 1.614
H: 1.740 -2.810 1.666
H: 2.548 3.230 1.180
H: 0.914 5.004 0.679
H: -1.371 5.641 0.031
H: -3.655 4.989 -0.644
H: -4.221 2.584 -0.887
H: -2.550 0.864 -0.475
Br: -5.965 -1.868 2.484
C: -4.205 -1.594 1.851
C: -3.181 -1.374 2.755
C: -1.883 -1.163 2.297
C: -1.630 -1.168 0.937
C: -2.663 -1.434 0.033
C: -3.960 -1.631 0.487
H: -3.393 -1.361 3.815
H: -1.085 -0.978 3.004
H: -2.477 -1.487 -1.039
H: -4.766 -1.826 -0.207
S: 0.223 -3.068 -0.654
C: 1.102 -2.667 -2.036
N: 1.683 -3.631 -2.803
C: 2.411 -3.344 -3.902
C: 2.577 -2.047 -4.267
C: 1.953 -1.078 -3.460
N: 1.240 -1.368 -2.399
H: 1.563 -4.593 -2.514
H: 2.827 -4.186 -4.436
H: 3.154 -1.777 -5.137
H: 2.037 -0.025 -3.703

Values from the calculation:
molar mass = 575.32 g mol⁻¹
gap between HOMO and LUMO = 6.78 eV
LUMO energy = -3.86 eV
total charge = +1
ΔE to the lowest compared entry with this formula, charge and spin = 8.8 kcal per mole

Q: total charge of number 1 (C25H16F12N2O2SSm)?
A: -1